Model i:
A 2-piece molecular cluster, CH7NS2 overall, computed with wB97M-V/def2-TZVPD.

As for the HOMO energy: -8.3 eV. As for the SMILES: CSS.N. The multiplicity is 1.

Element x y z (Å)
N: -3.17 0.81 4.68
H: -2.63 1.54 4.23
H: -2.41 0.29 5.12
H: -3.54 0.19 3.97
C: 0.28 1.86 -0.73
S: 0.29 0.20 -1.53
S: 1.33 -1.58 -0.88
H: -0.50 2.47 -1.16
H: 1.27 2.31 -0.84
H: 0.15 1.76 0.35
H: 1.17 -2.10 -2.16

Results of the Mulliken charge analysis, in e, for atoms 1 through 6: atom 1 (N): -0.67, atom 2 (H): 0.22, atom 3 (H): 0.22, atom 4 (H): 0.23, atom 5 (C): -0.69, atom 6 (S): -0.07

Model ii:
A 2-piece molecular cluster, CH7NS2 overall, computed with wB97M-V/def2-TZVPD.

As for the HOMO energy: -9.2 eV. As for the SMILES: CN.SS. The multiplicity is 1.

Element x y z (Å)
S: -2.99 0.68 0.22
S: -2.22 -1.18 -0.04
H: -2.74 0.82 1.53
H: -0.98 -0.86 -0.46
C: 1.41 -0.09 0.36
N: 0.83 0.22 -0.95
H: 2.40 0.33 0.55
H: 0.70 0.15 1.14
H: 1.57 -1.17 0.38
H: 0.63 1.21 -1.02
H: 1.38 -0.09 -1.72

Results of the Mulliken charge analysis, in e, for atoms 1 through 6: atom 1 (S): -0.19, atom 2 (S): -0.19, atom 3 (H): 0.15, atom 4 (H): 0.21, atom 5 (C): -0.78, atom 6 (N): -0.48

Which structure is most stable, and how do the rest compare? From most to least stable: model ii, model i.